Formula: C11H25Cl16NO3P
Source: OMol25
Level of theory: the ωB97M-V functional and the def2-TZVPD basis

Positions of all 57 atoms, in Å:
1 C 0.14 0.72 -3.55
2 C -0.02 -0.65 -2.84
3 C 1.34 -1.30 -2.45
4 N 1.52 -1.30 -0.99
5 P 2.95 -0.82 -0.49
6 O 3.17 0.62 -0.16
7 O 3.25 -1.67 0.88
8 O 4.17 -1.36 -1.43
9 H -0.80 1.28 -3.57
10 H 0.89 1.35 -3.06
11 H 0.50 0.53 -4.57
12 H -0.62 -1.29 -3.50
13 H -0.57 -0.51 -1.91
14 H 1.31 -2.34 -2.83
15 H 2.13 -0.77 -3.01
16 H 2.66 -2.45 0.80
17 H 4.01 -1.13 -2.36
18 C -3.05 0.96 -0.03
19 Cl -2.32 1.47 -1.55
20 Cl -3.15 -0.80 0.02
21 H -2.39 1.29 0.76
22 H -4.04 1.38 0.08
23 C 0.10 -2.51 1.11
24 Cl 0.67 -2.68 2.79
25 Cl 0.02 -4.08 0.29
26 H -0.89 -2.08 1.13
27 H 0.78 -1.86 0.55
28 C 4.72 2.10 2.80
29 Cl 3.73 2.48 4.22
30 Cl 6.13 3.15 2.69
31 H 5.05 1.07 2.88
32 H 4.10 2.23 1.91
33 C 3.35 -0.73 6.04
34 Cl 4.98 -1.10 6.63
35 Cl 2.55 -2.16 5.38
36 H 2.76 -0.36 6.87
37 H 3.43 0.03 5.27
38 C -4.82 1.07 -4.44
39 Cl -5.08 2.56 -3.51
40 Cl -3.15 0.92 -4.97
41 H -5.06 0.23 -3.81
42 H -5.46 1.09 -5.31
43 C -2.06 -0.09 4.25
44 Cl -1.32 0.75 2.88
45 Cl -3.82 -0.20 4.08
46 H -1.65 -1.09 4.29
47 H -1.84 0.46 5.15
48 C -0.88 4.22 4.21
49 Cl -1.23 3.70 5.87
50 Cl -1.73 5.72 3.81
51 H 0.18 4.39 4.12
52 H -1.20 3.44 3.53
53 C -2.72 -2.89 -7.07
54 Cl -3.84 -2.22 -5.88
55 Cl -1.24 -1.93 -7.20
56 H -2.45 -3.90 -6.77
57 H -3.21 -2.91 -8.04

## Properties
**Orbital gap**: 6.35 eV
**Strongest force on any atom**: 0.03517 hartree/bohr
**Molecular weight**: 817.5 g mol⁻¹
**Net charge**: -1
**E_LUMO**: 2.023 eV
**Spin multiplicity**: 1